# 1
Formula: C9H19B3ClF2N2O8S2
Source: OMol25
Level of theory: ωB97M-V/def2-TZVPD

Structure (XYZ):
```
46
Properties=species:S:1:pos:R:3:forces:R:3
C 1.2551 0.8257 1.6746 -0.2 0.7 -0.7
C 2.5655 1.0900 0.9421 0.6 -0.7 0.9
N 2.6870 0.3416 -0.3133 -0.7 1.4 0.0
C 1.5426 0.5229 -1.2438 0.7 -1.0 -0.6
C 0.9236 -0.8640 -1.5682 -0.7 0.5 0.4
B -0.5740 -1.0611 -1.1434 0.7 -1.4 0.6
O -1.3971 -1.9445 -1.8698 0.1 1.2 -0.3
B -2.6339 -1.4076 -2.1028 -0.8 -1.2 0.0
O -3.2207 -0.4646 -1.2681 0.5 0.7 -0.8
B -2.2323 0.3087 -0.6796 -0.2 0.0 1.1
C -2.1961 1.8858 -0.6890 -0.7 -0.1 0.8
C -3.4708 2.5336 -0.0648 0.8 0.7 -1.2
C -4.2002 3.3337 -1.1477 0.1 -0.4 0.7
Cl -2.9095 3.7438 1.1700 -0.4 -0.3 0.3
O -1.1857 -0.3865 -0.0947 0.4 0.8 -1.0
C 3.9322 0.6387 -0.9803 -2.0 2.0 0.8
C 4.2238 2.0515 -1.4466 -0.7 0.1 -0.3
O 4.6831 -0.2234 -1.1846 2.7 -2.8 -0.8
H 0.9036 -0.1955 1.5151 0.1 0.2 0.2
H 1.3496 1.0584 2.7300 0.2 -0.2 0.2
H 0.5244 1.5406 1.2937 -0.4 -0.2 0.0
H 2.7655 2.1676 0.8494 -0.3 0.1 -0.2
H 3.3618 0.7170 1.5918 0.2 0.0 -0.1
H 1.9538 0.8990 -2.1841 -0.2 0.2 -0.1
H 0.8206 1.2677 -0.9136 0.0 -0.1 0.3
H 1.0061 -1.0961 -2.6288 0.1 -0.1 -0.1
H 1.5005 -1.6073 -1.0137 0.1 -0.1 0.0
H -3.2357 -1.7718 -3.0627 -0.1 0.0 0.0
H -1.3492 2.1953 -0.0872 0.2 -0.1 0.0
H -2.0585 2.3167 -1.6819 0.1 -0.2 -0.1
H -4.1290 1.8015 0.3856 0.0 0.1 0.4
H -4.3375 2.6795 -2.0051 -0.3 0.0 -0.1
H -3.5515 4.1628 -1.4123 0.0 0.1 -0.2
H -5.1452 3.7149 -0.7719 -0.1 0.1 -0.2
H 3.6074 2.2097 -2.3338 0.0 0.1 -0.1
H 5.2526 2.1623 -1.7634 0.2 0.0 0.2
H 3.9047 2.8002 -0.7289 0.2 0.1 0.1
N -0.4399 -3.8771 1.9173 0.3 0.1 0.3
S -1.1150 -4.9613 2.8561 -1.4 -1.1 0.1
O -1.4935 -4.5093 4.1556 0.2 0.3 0.0
O -0.6120 -6.2913 2.7455 0.4 0.1 -0.2
F -2.5188 -5.0599 2.1022 0.3 0.3 -0.3
S 1.0108 -3.4759 2.3660 1.0 0.8 0.5
O 1.4737 -2.2982 1.6983 -0.5 -0.2 -0.6
O 1.9570 -4.5285 2.5344 -0.2 -0.4 -0.1
F 0.8011 -2.9455 3.8564 -0.1 0.0 0.0
```
Forces are in eV/Å.

Output
Total energy, a.u.: -2596.9664
Total charge: -1

=====

# 2
Formula: C22H34N6O2S4Ti
Source: OMol25
Level of theory: ωB97M-V/def2-TZVPD

Structure (XYZ):
```
69
Properties=species:S:1:pos:R:3:forces:R:3
Ti 0.0663 0.5107 -0.6104 -0.2 0.3 0.5
C 3.6633 0.8810 -0.4312 0.1 0.2 -0.2
C 2.9315 1.2830 -1.6703 -0.2 0.0 0.0
N 1.6359 1.1172 -1.8667 0.2 0.0 -0.3
C 1.2227 1.6007 -3.1113 -0.4 -0.3 0.5
C 2.2112 2.1436 -3.8386 0.3 0.2 -0.4
S 3.6855 2.0469 -2.9791 0.4 0.1 -0.2
C -0.1983 1.4241 -3.4198 0.2 -0.3 0.7
C -0.8984 1.7565 -4.5161 -0.2 0.2 -0.5
S -2.5189 1.2512 -4.3389 -0.3 0.0 -0.3
C -2.2092 0.6238 -2.7972 0.1 0.0 0.2
N -0.9515 0.7861 -2.4324 0.0 0.3 -0.5
C -3.2582 -0.0446 -1.9604 0.1 0.1 -0.3
H 2.9925 0.3932 0.2662 -0.2 -0.1 0.2
H 4.1060 1.7518 0.0529 0.0 0.0 0.0
H 4.4722 0.1871 -0.6600 0.0 0.0 0.0
H 2.1641 2.5827 -4.8274 0.0 -0.1 0.1
H -0.5612 2.2659 -5.4098 -0.1 -0.1 0.1
H -4.1732 0.5439 -1.9288 0.0 0.0 0.0
H -2.9040 -0.1865 -0.9450 0.1 0.0 0.2
H -3.5130 -1.0221 -2.3720 0.0 0.0 0.0
C -0.3925 4.6391 -1.5938 0.1 0.0 0.2
N 0.0841 4.5487 -0.2047 -0.1 0.3 -0.4
C 0.1601 3.4287 0.4746 -0.3 -0.8 -0.1
N 0.5525 3.4039 1.7434 0.1 0.1 0.1
O -0.1832 2.3096 -0.0859 0.0 1.5 0.3
H -0.5621 5.6857 -1.8214 0.0 0.0 0.0
H -1.3269 4.1005 -1.7114 -0.1 -0.1 0.0
H 0.3471 4.2441 -2.2841 0.1 0.0 0.0
H 0.3553 5.4020 0.2573 0.0 0.1 0.0
H 0.8308 4.2360 2.2379 0.0 0.0 0.0
H 0.6631 2.5082 2.1927 0.0 -0.2 0.1
C -1.6130 -3.1531 4.4114 -0.1 0.0 0.0
C -1.3824 -2.6114 3.0104 -0.1 0.3 0.2
N -2.0261 -1.2836 2.8580 0.3 -0.5 0.0
C -1.5074 -0.1605 2.4103 0.0 0.1 -0.1
S 0.1700 -0.0650 1.8825 -0.1 -0.1 0.4
N -2.2674 0.9343 2.4082 -0.2 -0.1 0.0
C -3.6399 1.0437 2.9479 0.1 0.0 -0.1
C -4.7196 0.6268 1.9572 0.1 0.0 -0.1
H -1.1763 -4.1490 4.4962 0.0 0.1 0.0
H -2.6807 -3.2457 4.6350 0.1 0.0 0.0
H -1.1520 -2.5099 5.1637 0.0 -0.1 -0.1
H -1.8066 -3.2796 2.2651 -0.1 0.0 -0.1
H -0.3249 -2.4916 2.8044 0.1 0.1 0.0
H -2.9686 -1.2350 3.2144 -0.1 0.0 0.0
H -1.8260 1.7693 2.0768 0.1 0.2 0.0
H -3.7681 2.0818 3.2422 0.0 0.0 0.0
H -3.6990 0.4654 3.8709 0.0 0.0 0.1
H -4.6844 1.2565 1.0648 0.0 -0.1 0.1
H -5.7063 0.7445 2.4091 0.1 0.0 0.0
H -4.6151 -0.4195 1.6526 0.0 0.1 0.0
C 0.1593 -3.8439 -1.5206 -0.2 -0.1 -0.1
S 0.4841 -2.6913 -0.2142 -0.3 0.3 -0.1
O 0.1079 -1.3138 -0.9049 0.2 -1.8 -0.1
C 2.2268 -2.7145 -0.1448 0.1 0.1 0.0
C 2.9968 -2.4791 -1.2850 0.1 0.0 0.1
C 4.3720 -2.5498 -1.1690 0.1 -0.1 0.0
C 4.9564 -2.8467 0.0650 0.0 0.0 0.0
C 4.1735 -3.0575 1.1925 0.1 0.0 0.0
C 2.7892 -2.9902 1.0954 0.1 0.0 0.0
H 0.7478 -3.5872 -2.3971 0.0 0.0 0.0
H -0.9085 -3.7970 -1.7314 0.0 -0.1 0.0
H 0.4252 -4.8353 -1.1444 0.0 0.1 0.0
H 2.5398 -2.2477 -2.2397 0.0 0.0 0.0
H 4.9938 -2.3985 -2.0438 0.0 0.0 0.1
H 6.0362 -2.9200 0.1417 -0.1 0.0 0.0
H 4.6363 -3.2835 2.1453 0.0 0.0 -0.1
H 2.1632 -3.1651 1.9657 0.1 0.0 -0.1
```
Forces are in eV/Å.

Output
Total energy, a.u.: -3779.2707
Energy above the lowest of the compared OMol25 structures with the same formula, charge and spin, kcal per mole: 6.05
<S²>: 0.7520
Spin multiplicity: 2
Total charge: +3

=====

# 3
Formula: C14H13BrCl2N2O4S
Source: OMol25
Level of theory: ωB97M-V/def2-TZVPD

Structure (XYZ):
```
37
Properties=species:S:1:pos:R:3:forces:R:3
Cl 1.7257 0.3577 0.0376 0.1 -0.2 0.1
C 0.1375 0.9746 0.0025 -0.6 0.0 0.0
C -0.0841 2.3934 0.0333 0.1 -0.2 0.0
Br 1.4146 3.5324 0.0792 -0.1 0.1 0.0
C -1.3314 2.9145 0.0307 0.1 0.8 0.0
C -2.4573 2.0651 -0.0121 0.3 0.1 0.2
N -3.7417 2.4070 -0.0127 -0.4 0.3 -0.1
S -4.5788 1.0413 -0.0848 0.2 0.1 0.1
N -3.3863 -0.0293 -0.0842 -0.2 -0.2 0.0
C -2.2550 0.6725 -0.0418 -0.1 -0.6 -0.1
C -0.9440 0.1408 -0.0345 0.6 -0.5 0.0
Cl -0.7598 -1.5729 -0.0602 0.0 0.1 0.0
H -1.4694 3.9807 0.0647 0.0 0.2 0.0
O -1.0602 0.5932 2.9763 0.0 0.1 0.0
C -1.6235 -0.2995 3.5400 0.0 0.0 -0.1
O -0.9991 -1.0928 4.4383 0.0 0.0 0.1
C -1.8834 -2.1343 4.8864 -0.1 -0.1 0.1
C -3.2874 -1.6053 4.6247 -0.1 0.1 -0.1
C -3.0663 -0.7396 3.3850 -0.1 -0.1 0.4
H -1.6665 -3.0382 4.3134 0.0 0.0 0.0
H -1.6884 -2.3277 5.9381 0.1 0.1 0.0
H -4.0230 -2.3957 4.4917 0.0 0.0 0.0
H -3.6089 -0.9812 5.4596 0.0 0.0 0.0
H -3.1515 -1.3133 2.4616 0.0 0.0 -0.1
H -3.7258 0.1234 3.3422 0.0 0.0 -0.2
O 6.4505 -0.1835 -4.9550 0.1 0.0 0.1
C 5.3538 -0.2506 -4.4886 0.0 -0.1 -0.2
O 5.1004 -0.0328 -3.1756 0.0 0.0 0.1
C 3.7102 -0.2659 -2.8884 -0.1 0.0 0.0
C 2.9938 -0.1034 -4.2227 0.0 -0.1 -0.1
C 4.0586 -0.5786 -5.2102 -0.2 0.2 0.3
H 3.6044 -1.2750 -2.4831 0.0 0.0 0.0
H 3.3750 0.4502 -2.1449 0.2 0.0 0.0
H 2.0572 -0.6553 -4.2738 0.0 0.0 0.0
H 2.7744 0.9510 -4.3965 0.0 0.0 0.0
H 4.0202 -1.6569 -5.3700 0.0 0.0 -0.1
H 4.0154 -0.0660 -6.1664 0.1 -0.1 -0.1
```
Forces are in eV/Å.

Output
Total energy, a.u.: -4844.3710
Energy above the lowest of the compared OMol25 structures with the same formula, charge and spin, kcal per mole: 0.00